--- a ---
Computed, not measured: a 8-piece molecular cluster, C24H48O24 overall, with ωB97M-V with the def2-TZVPD basis set.

The calculation puts the LUMO energy at 0.3597 eV. The HOMO-LUMO gap is 10.4 eV. The HOMO energy comes out at -10.0351 eV. Its SMILES is COC(=O)OC.COC(=O)OC.COC(=O)OC.COC(=O)OC.COC(=O)OC.COC(=O)OC.COC(=O)OC.COC(=O)OC.

Cartesian coordinates (Å):
C -2.784 -6.147 -0.243
O -2.620 -4.824 -0.766
C -2.143 -4.600 -1.925
O -1.749 -5.537 -2.649
O -2.096 -3.254 -2.276
C -1.687 -2.911 -3.565
H -1.751 -6.525 0.246
H -3.335 -6.728 -0.772
H -3.279 -5.982 0.660
H -2.202 -1.951 -3.771
H -1.959 -3.581 -4.348
H -0.630 -3.071 -3.787
C 5.133 0.716 -0.187
O 5.254 1.466 -1.343
C 5.451 0.876 -2.567
O 5.807 -0.317 -2.653
O 5.498 1.719 -3.618
C 5.488 1.124 -4.960
H 6.207 0.724 0.478
H 4.877 -0.362 -0.514
H 4.488 1.014 0.650
H 4.606 0.606 -5.123
H 6.195 0.457 -5.123
H 5.702 1.879 -5.753
C -1.674 3.619 0.543
O -0.753 3.568 -0.486
C 0.510 3.964 -0.384
O 0.971 4.594 0.535
O 1.169 3.732 -1.520
C 2.598 3.982 -1.528
H -2.631 3.133 0.045
H -1.900 4.586 0.701
H -1.181 3.063 1.500
H 2.848 3.325 -0.741
H 2.986 5.012 -1.098
H 2.940 3.749 -2.402
C -5.139 -1.193 7.029
O -3.802 -1.555 6.829
C -3.026 -0.909 6.046
O -3.466 0.030 5.373
O -1.787 -1.317 5.749
C -0.820 -0.661 4.800
H -5.632 -2.099 7.481
H -5.521 -0.913 6.131
H -5.118 -0.325 7.672
H -1.230 -0.628 3.885
H 0.030 -1.208 4.715
H -0.719 0.351 5.217
C -4.496 1.778 -1.970
O -3.228 2.020 -2.370
C -2.744 3.303 -2.938
O -3.526 4.288 -2.851
O -1.504 3.206 -3.398
C -0.961 4.299 -4.064
H -5.128 1.365 -2.866
H -4.640 2.590 -1.366
H -4.587 0.985 -1.256
H -1.120 5.068 -3.305
H -1.446 4.493 -5.065
H 0.216 4.300 -4.052
C 2.010 -2.101 6.021
O 1.414 -1.557 7.156
C 0.842 -2.217 8.056
O 0.676 -3.355 7.982
O 0.230 -1.380 8.997
C -0.532 -1.802 10.038
H 3.140 -2.375 6.148
H 2.047 -1.407 5.180
H 1.698 -3.013 5.526
H -1.514 -2.284 9.541
H -1.027 -0.970 10.622
H -0.058 -2.677 10.570
C 1.631 0.939 2.643
O 0.478 0.555 1.849
C 0.677 0.555 0.488
O 1.745 0.789 0.056
O -0.359 0.197 -0.350
C -0.194 0.370 -1.651
H 2.631 0.311 2.329
H 1.381 0.627 3.737
H 1.936 1.806 2.534
H 0.681 -0.030 -1.991
H 0.169 1.370 -1.933
H -1.111 -0.081 -2.151
C 1.152 -3.096 -7.186
O 0.143 -2.028 -7.202
C 0.525 -0.857 -6.594
O 1.652 -0.654 -6.318
O -0.510 -0.052 -6.514
C -0.249 1.236 -5.826
H 2.093 -2.477 -7.677
H 0.761 -3.940 -7.609
H 1.440 -3.284 -6.310
H 0.655 1.613 -6.072
H -0.004 1.038 -4.799
H -1.197 1.870 -6.018

Results of the Mulliken charge analysis, in e, for atoms 1 through 6: C -0.77; O -0.32; C 0.69; O -0.61; O -0.18; C -0.92

--- b ---
Computed, not measured: a 8-piece molecular cluster, C24H48O24 overall, with ωB97M-V with the def2-TZVPD basis set.

The calculation puts the LUMO energy at 0.4917 eV. The HOMO-LUMO gap is 11.0 eV. The HOMO energy comes out at -10.5377 eV. Its SMILES is COC(=O)OC.COC(=O)OC.COC(=O)OC.COC(=O)OC.COC(=O)OC.COC(=O)OC.COC(=O)OC.COC(=O)OC.

Cartesian coordinates (Å):
C -1.836 5.097 -0.269
O -1.475 4.748 1.061
C -0.290 4.294 1.211
O 0.593 4.115 0.372
O -0.228 3.806 2.437
C 1.112 3.333 2.836
H -1.256 5.987 -0.608
H -2.927 5.288 -0.219
H -1.690 4.245 -0.903
H 1.564 2.704 2.090
H 0.860 2.661 3.684
H 1.669 4.215 3.070
C -1.689 -1.163 6.010
O -0.644 -1.864 5.299
C 0.302 -1.175 4.658
O 0.412 0.074 4.558
O 1.068 -1.997 3.987
C 1.996 -1.369 2.989
H -2.041 -0.234 5.568
H -1.425 -0.985 7.054
H -2.525 -1.899 5.950
H 2.872 -1.030 3.474
H 1.462 -0.609 2.496
H 2.344 -2.191 2.438
C -2.918 -3.959 3.199
O -3.002 -2.524 3.524
C -4.233 -2.005 3.482
O -5.261 -2.591 3.142
O -4.179 -0.723 3.807
C -5.467 0.019 3.690
H -2.782 -4.114 2.148
H -3.851 -4.400 3.547
H -2.063 -4.273 3.743
H -6.271 -0.741 3.723
H -5.385 0.596 2.763
H -5.443 0.731 4.528
C -0.344 -2.414 0.994
O -1.477 -1.876 0.289
C -1.584 -2.418 -0.953
O -0.895 -3.216 -1.478
O -2.632 -1.946 -1.655
C -3.291 -0.814 -1.149
H -0.371 -2.020 1.993
H 0.515 -1.993 0.471
H -0.388 -3.479 0.857
H -2.669 0.041 -1.312
H -3.605 -0.890 -0.085
H -4.144 -0.626 -1.834
C 6.127 -0.959 -0.862
O 5.830 -0.557 -2.190
C 5.448 0.732 -2.316
O 5.307 1.530 -1.402
O 5.193 1.027 -3.604
C 4.781 2.332 -3.737
H 5.222 -1.455 -0.454
H 6.289 -0.120 -0.194
H 6.962 -1.636 -0.795
H 3.702 2.313 -3.488
H 5.005 2.703 -4.742
H 5.294 3.016 -3.051
C 0.184 3.332 -3.422
O -0.012 1.929 -3.689
C -1.026 1.709 -4.532
O -1.647 2.545 -5.090
O -1.217 0.383 -4.627
C -2.235 -0.004 -5.546
H -0.714 3.859 -3.064
H 0.566 3.822 -4.286
H 1.013 3.277 -2.708
H -3.029 0.741 -5.562
H -2.493 -0.994 -5.209
H -1.740 -0.083 -6.522
C -1.631 0.963 1.851
O -0.467 1.016 1.052
C -0.571 1.585 -0.161
O -1.588 2.115 -0.626
O 0.453 1.247 -0.905
C 1.810 1.204 -0.438
H -2.466 0.317 1.446
H -1.926 1.938 2.113
H -1.352 0.448 2.809
H 1.901 0.391 0.305
H 2.132 2.166 -0.090
H 2.408 0.966 -1.349
C 1.602 -1.169 -4.228
O 1.172 -2.524 -3.815
C 1.642 -2.816 -2.611
O 1.982 -2.006 -1.757
O 1.604 -4.178 -2.443
C 2.067 -4.607 -1.173
H 2.693 -1.286 -4.319
H 1.479 -0.370 -3.506
H 1.186 -0.945 -5.203
H 2.922 -3.978 -0.844
H 2.435 -5.684 -1.218
H 1.213 -4.651 -0.479

Results of the Mulliken charge analysis, in e, for atoms 1 through 6: C -0.11; O -0.35; C 0.80; O -0.61; O -0.35; C -0.34

Of them, the most stable is b and the least stable is a.